DFT (ωB97M-V with the def2-TZVPD basis set) results for C21H27N3O in the gas phase in a non-equilibrium geometry.

Last column: natural (NBO) charge in e.
Cartesian coordinates (Å):
C -3.1092 -0.2815 -1.4979  -0.620
C -3.6958 -0.1632 -0.0895  -0.017
C -4.0185 -1.5700 0.4304  -0.611
C -5.0186 0.6103 -0.1652  -0.608
C -2.7355 0.5487 0.9017  -0.217
C -1.5482 -0.3360 1.3161  -0.406
C -0.3701 0.5020 1.8148  -0.434
C 0.1738 1.2549 0.6472  0.275
N 1.4260 1.2170 0.4469  -0.262
N 1.9888 1.8390 -0.6171  -0.451
C 3.2836 1.6290 -0.9802  0.662
O 3.7876 2.2649 -1.8839  -0.597
C 4.0114 0.6020 -0.1776  -0.169
C 5.2018 0.9852 0.4274  -0.151
C 5.9098 0.1019 1.2205  -0.223
C 5.4341 -1.1861 1.4025  -0.186
C 4.2702 -1.5912 0.7777  -0.251
C 3.5474 -0.7086 -0.0210  0.277
N 2.3972 -1.1633 -0.6742  -0.375
C 1.4792 -2.0249 -0.1481  -0.054
C 0.5020 -2.2441 -1.0762  -0.312
C 0.8443 -1.4958 -2.2233  -0.298
C 2.0097 -0.8418 -1.9428  -0.059
C -0.8540 1.8975 -0.2409  -0.496
C -2.2319 1.9235 0.4155  -0.394
H -2.1368 -0.7669 -1.4833  0.212
H -3.7718 -0.8791 -2.1208  0.212
H -3.0074 0.6947 -1.9649  0.203
H -3.1519 -2.2221 0.3776  0.208
H -4.8090 -2.0142 -0.1707  0.209
H -4.3607 -1.5298 1.4623  0.206
H -4.8759 1.6239 -0.5303  0.203
H -5.4862 0.6649 0.8156  0.206
H -5.7059 0.1076 -0.8419  0.208
H -3.3307 0.7375 1.8035  0.203
H -1.8577 -1.0263 2.1008  0.215
H -1.1944 -0.9266 0.4710  0.215
H 0.4143 -0.1279 2.2330  0.232
H -0.7036 1.1949 2.5912  0.210
H 1.4547 2.4869 -1.1947  0.385
H 5.5561 1.9934 0.2741  0.228
H 6.8283 0.4151 1.6927  0.217
H 5.9801 -1.8844 2.0191  0.217
H 3.9215 -2.6069 0.8891  0.222
H 1.5663 -2.3859 0.8571  0.215
H -0.3535 -2.8819 -0.9624  0.223
H 0.2981 -1.4541 -3.1455  0.223
H 2.6081 -0.2066 -2.5655  0.227
H -0.8834 1.3392 -1.1813  0.235
H -0.5598 2.9254 -0.4814  0.219
H -2.1792 2.5968 1.2745  0.207
H -2.9447 2.3628 -0.2817  0.213

**Structure (SMILES)**: CC(C)(C)C1CCC(=NNC(=O)c2ccccc2-n2cccc2)CC1
**HOMO level**: -8.34 eV

=====

DFT (ωB97M-V with the def2-TZVPD basis set) results for C6H12INS in the gas phase in a non-equilibrium geometry.

Last column: Mulliken spin population.
Cartesian coordinates (Å):
C -1.5299 0.5990 0.1999  0.076
C -1.3055 -0.7618 -0.4594  -0.057
C 1.0099 0.9529 -0.3506  0.690
C -2.1048 -1.6489 0.4194  0.094
C 1.5480 0.8518 1.0901  0.016
C 2.1018 0.8609 -1.3929  -0.022
N 0.0870 -1.0356 -0.3705  0.850
S -0.4019 1.8751 -0.5617  0.070
I 1.0564 -2.4500 -1.3461  0.218
H -2.5457 0.9683 0.1886  -0.002
H -1.0632 0.3972 1.1227  -0.008
H -1.7158 -0.9007 -1.5316  0.015
H -3.2322 -1.6645 0.3213  -0.006
H -1.7027 -1.5407 1.4594  0.003
H -1.8433 -2.6555 0.1060  -0.003
H 2.3787 1.6444 1.4128  0.017
H 1.8869 -0.1907 1.2901  0.008
H 0.7047 1.0755 1.8156  0.004
H 2.5038 1.8410 -1.3264  0.028
H 1.8764 0.6684 -2.4184  0.004
H 2.7128 -0.0320 -1.1493  0.006

**HOMO level (spin up / spin down)**: -5.81 / -8.51 eV
**Spin multiplicity**: 3

=====

DFT (ωB97M-V with the def2-TZVPD basis set) results for 7 unconnected molecules or ions with the total composition H13O7 in a non-equilibrium geometry.

Last column: natural (NBO) charge in e.
Cartesian coordinates (Å):
O 0.9451 -1.4681 1.0877  -1.233
H 1.3002 -2.3514 0.9564  0.450
O 3.0418 -0.2059 -0.0887  -1.007
H 2.4656 0.2155 -0.7273  0.466
H 2.4526 -0.7619 0.4769  0.501
O 0.8711 0.6102 2.6447  -0.980
H 1.2296 0.1462 1.8473  0.503
H 0.2107 -0.0489 2.8594  0.459
O 0.2702 -0.4304 -1.1397  -1.040
H 0.3244 -0.8312 -0.1772  0.529
H 0.7332 -1.0712 -1.7028  0.469
O -0.7903 -3.1986 1.9862  -1.013
H -0.1975 -2.4467 1.6191  0.499
H -1.5115 -2.6695 2.3250  0.443
O -0.4832 1.9466 -1.9581  -1.002
H 0.3837 2.3756 -1.9826  0.450
H -0.1654 1.0611 -1.6063  0.505
O -3.8571 2.8584 -2.4294  -0.952
H -4.1983 2.9314 -1.5352  0.461
H -3.1447 2.2110 -2.3485  0.491

**HOMO level**: -6.21 eV
**Total charge**: -1

=====

DFT (ωB97M-V with the def2-TZVPD basis set) results for C19H15N3O6S in the gas phase in a non-equilibrium geometry.

Last column: natural (NBO) charge in e.
Cartesian coordinates (Å):
C 2.7188 2.2900 2.0602  -0.621
C 2.2453 2.0541 0.6271  -0.218
N 3.0847 1.0586 -0.0400  -0.413
C 4.4270 1.3970 -0.1522  0.575
O 4.7959 2.5353 0.0062  -0.531
C 5.4232 0.2749 -0.3901  0.570
O 6.6076 0.4703 -0.4944  -0.525
N 4.8811 -0.9818 -0.3799  -0.569
C 3.5337 -1.2268 -0.4484  0.002
C 3.1400 -2.6289 -0.5366  0.750
O 3.9262 -3.5422 -0.5173  -0.564
O 1.8069 -2.8778 -0.5739  -0.458
C 0.9018 -1.8876 -0.7516  0.404
C -0.4028 -2.2914 -1.0375  -0.243
C -1.3674 -1.3538 -1.3374  -0.173
C -1.0041 -0.0163 -1.3852  -0.343
S -2.2073 1.2412 -1.8321  2.332
O -1.5124 2.4748 -2.0338  -0.934
O -3.0665 0.7307 -2.8489  -0.917
N -3.0622 1.4558 -0.4150  -0.873
C -3.8003 0.4610 0.2298  0.225
C -4.5531 -0.4450 -0.5113  -0.294
C -5.2882 -1.4203 0.1372  -0.174
C -5.2907 -1.4991 1.5204  -0.235
C -4.5526 -0.5895 2.2578  -0.186
C -3.8055 0.3839 1.6195  -0.276
C 0.2686 0.4027 -1.0812  -0.175
C 1.2496 -0.5219 -0.6960  -0.155
C 2.6246 -0.2007 -0.3650  0.197
H 2.7343 1.3544 2.6158  0.206
H 2.0341 2.9763 2.5505  0.220
H 3.7122 2.7274 2.0745  0.239
H 1.2232 1.6875 0.6560  0.212
H 2.2944 2.9880 0.0622  0.229
H 5.4950 -1.7898 -0.4538  0.449
H -0.6174 -3.3477 -1.0465  0.240
H -2.3761 -1.6430 -1.5790  0.248
H -2.6216 2.1332 0.1870  0.415
H -4.5617 -0.3629 -1.5858  0.247
H -5.8714 -2.1186 -0.4439  0.217
H -5.8703 -2.2593 2.0208  0.218
H -4.5544 -0.6369 3.3365  0.218
H -3.2322 1.0964 2.1959  0.209
H 0.4900 1.4479 -1.2206  0.256

**Structure (SMILES)**: CCn1c(=O)c(=O)[nH]c2c(=O)oc3ccc(S(=O)(=O)Nc4ccccc4)cc3c21
**HOMO level**: -8.79 eV

=====

DFT (ωB97M-V with the def2-TZVPD basis set) results for a molecular structure, C4H16AgClN6O4 in a non-equilibrium geometry.

Last column: Mulliken spin population.
Cartesian coordinates (Å):
Ag -4.0004 -1.4561 1.4646  1.277
Cl -1.5758 -0.8990 0.5060  0.628
C 2.4438 -0.2061 -0.6307  0.000
O 1.7567 -0.5444 0.5862  0.035
H 2.0759 0.6593 -1.1818  0.000
H 3.4676 -0.0170 -0.3079  0.004
H 2.6120 -0.9443 -1.4148  0.001
H 0.8820 -0.1492 0.6023  0.003
C 0.1048 -3.7680 -2.0495  -0.001
O 0.6236 -4.5315 -2.7832  0.002
N 0.2075 -3.9686 -0.7363  0.001
N -0.5559 -2.6845 -2.3283  0.003
H 0.7535 -4.7598 -0.4264  0.000
H -0.1314 -3.2101 -0.1619  0.000
H -0.9180 -2.1514 -1.5505  0.000
H -0.7145 -2.4373 -3.2946  0.000
C -0.5239 2.1772 2.7648  0.007
O -1.4976 2.5144 2.1097  -0.002
N 0.0337 0.9776 2.8446  0.003
N 0.1250 2.9952 3.5318  0.000
H -0.2567 0.2644 2.1911  -0.009
H 0.6880 0.8574 3.6046  -0.001
H -0.4335 3.7839 3.8253  0.000
H 0.9225 2.5911 4.0018  0.000
C -0.5114 2.2194 -1.6849  -0.001
O 0.0271 3.0251 -2.3725  0.017
N -0.9364 1.0463 -2.0742  0.043
N -0.8673 2.4421 -0.5237  0.000
H -1.1582 0.3999 -1.3306  -0.004
H -0.7518 0.6821 -2.9980  -0.005
H -0.7225 3.4055 -0.2575  0.000
H -1.1686 1.6861 0.0745  -0.002

**HOMO level (spin up / spin down)**: -8.17 / -9.60 eV
**Spin multiplicity**: 3

=====

DFT (ωB97M-V with the def2-TZVPD basis set) results for C3H8BO2P in the gas phase in a non-equilibrium geometry.

Last column: natural (NBO) charge in e.
Cartesian coordinates (Å):
C 1.1277 -1.5071 -1.4644  -0.971
B 0.4016 -0.4811 -0.4373  1.106
O 0.8632 -0.3870 0.7828  -0.743
C -0.1188 0.4263 1.9498  -0.343
P -1.7173 1.1747 1.4031  0.474
C -0.8451 1.5527 -0.2848  -0.270
O -0.5955 0.3702 -0.9706  -0.702
H 2.1117 -1.0978 -1.6628  0.234
H 0.7061 -1.7911 -2.3549  0.227
H 1.4284 -2.4575 -1.0456  0.229
H -0.1989 -0.2662 2.6746  0.196
H 0.5399 1.2596 2.3580  0.210
H -2.2124 -0.1021 1.0120  -0.026
H 0.0203 2.0247 0.0659  0.174
H -1.3190 2.2874 -0.9345  0.205

**Structure (SMILES)**: CB1OCPCO1
**HOMO level**: -9.50 eV